Record 1
Formula: C39H78O13
Source: OMol25
Level of theory: ωB97M-V/def2-TZVPD

Energy relative to the best compared isomer or geometry (same formula, charge and spin) = 83.0 kcal per mole
E = -68321.802 eV
Gap between HOMO and LUMO = 9.33 eV
LUMO level = 0.0 eV
Charge = 0

Geometry as XYZ:
```
130
C39H78O13 ωB97M-V/def2-TZVPD
C -3.595 1.113 -2.436
C -5.124 1.322 -2.438
O -5.625 1.682 -3.494
C -5.937 1.169 -1.131
H -3.216 0.267 -3.009
H -3.211 0.995 -1.423
H -3.187 2.031 -2.859
H -6.577 2.024 -0.912
H -5.333 0.945 -0.252
H -6.602 0.327 -1.323
C 0.231 -1.588 -0.362
C 0.075 -0.159 0.127
O -0.991 0.363 -0.076
C 1.232 0.717 0.556
H 0.954 -1.446 -1.165
H -0.676 -1.844 -0.909
H 0.508 -2.415 0.291
H 1.537 1.529 -0.104
H 2.147 0.200 0.843
H 0.933 1.118 1.525
C 3.677 -0.272 -1.937
C 4.956 -0.540 -2.665
O 5.287 -1.573 -3.152
C 5.821 0.731 -2.852
H 2.894 -0.568 -2.635
H 3.586 0.790 -1.709
H 3.701 -0.904 -1.049
H 6.578 0.519 -3.607
H 6.249 1.192 -1.962
H 5.274 1.587 -3.248
C 4.735 0.294 2.267
C 5.926 0.605 1.435
O 6.016 1.595 0.698
C 7.111 -0.239 1.684
H 4.379 -0.666 1.894
H 3.971 1.070 2.212
H 5.249 0.101 3.208
H 8.005 0.003 1.109
H 6.895 -1.220 1.262
H 7.438 -0.422 2.708
C -2.718 -6.940 1.449
C -1.720 -5.843 1.191
O -0.564 -6.051 1.349
C -2.244 -4.508 0.778
H -3.551 -6.689 2.107
H -2.192 -7.765 1.929
H -3.225 -7.362 0.582
H -1.476 -3.751 0.617
H -2.858 -4.117 1.589
H -2.954 -4.525 -0.049
C -1.516 2.698 2.468
C -1.460 4.165 2.825
O -2.473 4.887 2.824
C -0.058 4.671 3.106
H -1.283 2.069 3.326
H -0.826 2.307 1.720
H -2.554 2.465 2.232
H 0.325 4.498 4.112
H -0.067 5.732 2.856
H 0.703 4.242 2.455
C 1.789 2.024 4.547
C 2.340 3.087 5.440
O 2.838 4.089 4.936
C 2.144 2.943 6.933
H 2.017 2.300 3.517
H 0.722 1.829 4.645
H 2.337 1.083 4.599
H 3.000 2.415 7.353
H 1.147 2.655 7.267
H 2.281 3.974 7.259
C 1.261 -1.617 -4.736
C 0.317 -1.194 -5.813
O 0.795 -0.495 -6.691
C -1.124 -1.637 -5.979
H 0.964 -1.541 -3.690
H 2.265 -1.194 -4.742
H 1.272 -2.692 -4.913
H -1.270 -2.480 -6.654
H -1.708 -0.824 -6.410
H -1.547 -1.900 -5.009
C -0.748 2.385 -4.623
C -0.087 2.056 -3.306
O 0.346 0.947 -3.024
C -0.130 3.046 -2.128
H -0.329 3.291 -5.060
H -1.824 2.525 -4.517
H -0.453 1.571 -5.284
H 0.817 3.568 -1.991
H -0.414 2.512 -1.222
H -0.965 3.739 -2.240
C -5.969 -2.485 1.126
C -4.702 -1.829 0.560
O -4.460 -1.927 -0.625
C -3.764 -1.109 1.448
H -5.799 -3.104 2.007
H -6.466 -3.224 0.499
H -6.755 -1.756 1.322
H -3.359 -0.270 0.883
H -2.886 -1.680 1.752
H -4.221 -0.677 2.338
C -1.893 -4.114 -2.625
C -2.875 -5.245 -2.945
O -3.428 -5.982 -2.110
C -3.440 -5.291 -4.336
H -1.637 -4.166 -1.567
H -2.353 -3.183 -2.957
H -0.921 -4.289 -3.086
H -3.519 -6.347 -4.595
H -2.907 -4.632 -5.022
H -4.412 -4.806 -4.251
C 2.264 6.476 -1.106
C 3.008 5.201 -1.231
O 3.335 4.720 -2.320
C 3.474 4.540 0.038
H 1.564 6.552 -1.938
H 2.919 7.332 -0.947
H 1.565 6.613 -0.281
H 2.876 3.666 0.295
H 3.143 5.288 0.759
H 4.515 4.449 0.349
C -0.902 -2.490 3.746
C -0.251 -1.206 4.147
O 0.103 -0.397 3.259
C 0.025 -0.894 5.609
H -1.726 -2.757 4.407
H -0.103 -3.230 3.785
H -1.120 -2.332 2.690
H 0.801 -1.607 5.889
H -0.804 -0.998 6.310
H 0.445 0.109 5.687
```

=====

Record 2
Formula: C39H78O19
Source: OMol25
Level of theory: ωB97M-V/def2-TZVPD

Energy relative to the best compared isomer or geometry (same formula, charge and spin) = 0.0 kcal per mole
E = -80607.367 eV
Gap between HOMO and LUMO = 9.29 eV
LUMO level = 0.1 eV
Charge = 0

Geometry as XYZ:
```
136
C39H78O19 ωB97M-V/def2-TZVPD
C -3.490 -3.596 1.188
O -3.816 -4.963 1.100
C -3.891 -5.764 2.205
O -3.611 -5.415 3.372
O -4.235 -6.977 1.828
C -4.547 -8.002 2.794
H -3.641 -3.096 0.231
H -2.491 -3.543 1.621
H -4.095 -3.078 1.933
H -3.870 -8.151 3.636
H -4.480 -8.981 2.320
H -5.559 -7.957 3.196
C 3.915 2.045 -2.548
O 4.680 3.229 -2.882
C 4.059 4.401 -3.123
O 2.842 4.509 -3.318
O 4.913 5.361 -3.089
C 4.594 6.707 -3.406
H 3.780 2.033 -1.467
H 4.361 1.126 -2.928
H 2.907 2.013 -2.963
H 5.426 7.397 -3.267
H 3.736 7.107 -2.866
H 4.409 6.779 -4.477
C -1.063 4.425 -3.366
O -1.883 3.706 -4.261
C -3.081 3.241 -3.881
O -3.546 3.301 -2.752
O -3.694 2.857 -5.011
C -4.998 2.328 -4.890
H -0.070 4.397 -3.816
H -1.023 3.925 -2.398
H -1.473 5.425 -3.231
H -5.596 3.095 -4.398
H -5.123 1.336 -4.455
H -5.481 2.041 -5.824
C -2.425 3.673 0.552
C -2.498 3.690 2.059
O -3.591 3.844 2.635
C -1.290 3.409 2.897
H -1.453 3.356 0.175
H -2.683 4.674 0.204
H -3.239 3.100 0.107
H -1.516 3.673 3.930
H -0.373 3.887 2.552
H -1.045 2.347 2.868
C -0.103 -6.086 1.221
C 0.643 -4.965 0.600
O 0.267 -3.791 0.641
C 2.040 -5.272 -0.010
H -0.929 -5.714 1.828
H 0.502 -6.769 1.818
H -0.508 -6.757 0.464
H 2.675 -5.659 0.787
H 2.529 -4.327 -0.245
H 2.003 -5.889 -0.908
C -5.411 1.058 3.518
C -4.656 -0.281 3.453
O -5.207 -1.355 3.172
C -3.253 -0.216 3.906
H -6.427 1.004 3.126
H -4.937 1.943 3.094
H -5.594 1.205 4.582
H -3.355 0.059 4.956
H -2.632 0.399 3.254
H -2.902 -1.247 3.859
C -1.647 -3.065 -2.392
C -2.181 -3.780 -3.690
O -3.347 -3.850 -3.928
C -1.054 -4.345 -4.672
H -1.194 -2.109 -2.655
H -0.840 -3.622 -1.915
H -2.481 -2.893 -1.712
H -0.984 -3.591 -5.456
H -1.395 -5.295 -5.081
H -0.084 -4.437 -4.183
C 3.772 -1.417 -0.664
C 4.726 -0.420 -0.001
O 5.565 0.166 -0.669
C 4.629 -0.281 1.497
H 3.977 -2.453 -0.394
H 3.842 -1.426 -1.751
H 2.720 -1.244 -0.438
H 3.599 -0.141 1.824
H 5.123 0.634 1.825
H 4.977 -1.129 2.087
C 1.221 6.123 1.049
C 1.786 5.026 0.185
O 1.089 4.260 -0.487
C 3.302 5.008 0.185
H 1.872 6.089 1.923
H 0.177 5.835 1.175
H 1.308 7.070 0.516
H 3.697 5.979 -0.114
H 3.600 4.190 -0.471
H 3.756 4.804 1.154
C 0.482 0.837 -1.023
C -0.543 0.023 -0.248
O -1.668 -0.120 -0.695
C -0.188 -0.647 1.050
H 1.504 0.561 -0.764
H 0.400 1.921 -0.939
H 0.178 0.765 -2.067
H 0.731 -1.232 1.059
H -1.007 -1.268 1.411
H -0.110 0.045 1.889
C 2.440 2.606 5.518
C 2.021 3.090 4.148
O 1.752 4.249 3.838
C 1.875 1.998 3.102
H 3.500 2.354 5.485
H 1.859 1.713 5.748
H 2.246 3.442 6.189
H 0.981 1.401 3.283
H 2.770 1.384 3.201
H 1.765 2.464 2.123
C -1.713 0.287 -6.398
C -0.498 -0.385 -5.807
O 0.102 -1.321 -6.358
C 0.116 0.197 -4.474
H -1.771 -0.149 -7.395
H -1.536 1.361 -6.443
H -2.568 0.103 -5.747
H -0.687 0.035 -3.755
H 0.543 1.195 -4.577
H 0.974 -0.414 -4.192
C 2.133 -5.258 4.323
C 3.113 -4.148 4.296
O 3.907 -3.979 5.237
C 3.079 -3.253 3.008
H 1.266 -4.922 4.892
H 2.491 -6.109 4.902
H 1.792 -5.499 3.316
H 2.058 -2.896 2.880
H 3.362 -3.900 2.178
H 3.823 -2.470 3.159
```